Entry 1:
{
  "formula": "C9H14",
  "method": "ωB97M-V with the def2-TZVPD basis set",
  "species": ["C", "C", "C", "C", "C", "C", "C", "H", "H", "H", "H", "H", "H", "H", "H", "C", "C", "H", "H", "H", "H", "H", "H"],
  "positions_angstrom": [[-0.235, 1.147, -0.626], [0.969, 0.892, 0.162], [1.934, 0.028, -0.413], [3.065, -0.219, 0.519], [3.184, 0.535, 1.706], [2.316, 1.587, 2.037], [1.152, 1.728, 1.289], [-1.184, 1.579, -0.320], [-0.569, 0.088, -1.062], [-0.007, 1.824, -1.491], [1.621, -0.766, -1.274], [3.866, -0.956, 0.252], [4.007, 0.256, 2.461], [2.354, 2.254, 2.953], [0.514, 2.518, 1.375], [-2.867, -1.639, -0.156], [-2.811, -1.576, -1.676], [-3.713, -2.272, 0.111], [-1.952, -1.774, 0.205], [-3.091, -0.688, 0.165], [-3.757, -0.955, -1.961], [-2.866, -2.542, -2.120], [-1.932, -1.048, -2.137]],
  "homo_lumo_gap_ev": 9.890,
  "smiles": "Cc1ccccc1.CC",
  "homo_ev": -8.9,
  "lumo_ev": 0.99,
  "e_above_lowest_kcal_mol": 54.5,
  "max_force_ev_per_a": 4.67
}

=====

Entry 2:
{
  "formula": "C5H10O2",
  "method": "ωB97M-V with the def2-TZVPD basis set",
  "species": ["C", "O", "C", "C", "C", "C", "O", "H", "H", "H", "H", "H", "H", "H", "H", "H", "H"],
  "positions_angstrom": [[2.162, -0.388, 0.796], [0.892, -0.798, 0.358], [0.563, -0.354, -0.947], [-0.903, -0.002, -1.015], [-1.805, -0.473, 0.100], [-1.476, 0.982, -0.034], [-0.654, 1.651, 0.882], [2.961, -0.761, 0.139], [2.312, -0.801, 1.799], [2.220, 0.708, 0.850], [1.177, 0.516, -1.234], [0.783, -1.159, -1.665], [-1.303, 0.022, -2.029], [-2.811, -0.804, -0.139], [-1.312, -1.024, 0.897], [-2.277, 1.625, -0.393], [-0.530, 1.061, 1.635]],
  "homo_lumo_gap_ev": 10.250,
  "smiles": "COC[C@H]1C[C@H]1O",
  "homo_ev": -9.3,
  "lumo_ev": 1.00,
  "e_above_lowest_kcal_mol": 61.7,
  "max_force_ev_per_a": 0.38
}

=====

Entry 3:
{
  "formula": "C5H4N2O4",
  "method": "ωB97M-V with the def2-TZVPD basis set",
  "species": ["C", "C", "C", "C", "C", "N", "N", "O", "O", "O", "O", "H", "H", "H", "H"],
  "positions_angstrom": [[2.426, -0.626, 0.282], [2.275, 0.483, -0.637], [1.247, -0.730, 0.949], [1.013, 0.961, -0.610], [-1.983, -0.511, -0.298], [0.402, 0.201, 0.414], [-3.241, 0.073, 0.034], [-1.518, -1.043, -1.195], [-3.912, -0.374, 0.921], [-3.368, 1.164, -0.521], [-0.877, 0.468, 0.742], [3.253, -1.280, 0.532], [3.042, 0.936, -1.079], [0.892, -1.324, 1.722], [0.349, 1.602, -1.255]],
  "homo_lumo_gap_ev": [7.313, 7.313],
  "homo_ev": [-8.9, -8.9],
  "lumo_ev": [-1.62, -1.62],
  "e_above_lowest_kcal_mol": 174.3,
  "max_force_ev_per_a": 5.17
}

=====

Entry 4:
{
  "formula": "C6H8OS",
  "method": "ωB97M-V with the def2-TZVPD basis set",
  "species": ["O", "C", "S", "C", "C", "C", "C", "C", "H", "H", "H", "H", "H", "H", "H", "H"],
  "positions_angstrom": [[2.281, 0.070, -0.144], [1.178, 0.376, -0.843], [1.518, 1.498, -2.255], [-0.112, -0.148, -0.182], [-0.143, -0.925, 0.868], [-1.332, -1.168, 1.805], [-2.712, -1.358, 1.115], [-2.443, -0.070, 1.925], [3.118, 0.666, -0.453], [-0.884, 0.339, -0.721], [0.767, -1.175, 1.461], [-1.110, -1.782, 2.597], [-3.121, -2.103, 1.836], [-3.011, -1.388, -0.079], [-2.891, -0.264, 3.037], [-2.018, 0.936, 1.440]],
  "homo_lumo_gap_ev": 8.084,
  "smiles": "OC(=S)/C=C/C1CC1",
  "homo_ev": -8.6,
  "lumo_ev": -0.53,
  "e_above_lowest_kcal_mol": 97.3,
  "max_force_ev_per_a": 5.42
}

=====

Entry 5:
{
  "formula": "C3H2N2O2",
  "method": "ωB97M-V with the def2-TZVPD basis set",
  "species": ["C", "C", "C", "N", "N", "O", "O", "H", "H"],
  "positions_angstrom": [[0.308, -0.863, -0.300], [-0.841, -1.304, 0.146], [-0.427, 1.642, 0.041], [1.240, 0.033, -0.066], [0.834, 1.249, 0.423], [-1.730, -2.070, 0.267], [-1.339, 0.918, -0.200], [0.491, -1.515, -1.108], [1.464, 1.910, 0.797]],
  "homo_lumo_gap_ev": [7.199, 7.972],
  "homo_ev": [-8.0, -8.5],
  "lumo_ev": [-0.77, -0.57],
  "e_above_lowest_kcal_mol": 111.3,
  "max_force_ev_per_a": 4.69
}

=====

Entry 6:
{
  "formula": "C51H49F3GeN7OsP2Te",
  "method": "ωB97M-V with the def2-TZVPD basis set",
  "species": ["Os", "Te", "C", "C", "C", "N", "C", "C", "C", "P", "C", "C", "C", "C", "C", "C", "C", "C", "C", "C", "C", "C", "P", "C", "C", "C", "C", "C", "C", "C", "C", "C", "C", "C", "C", "H", "H", "H", "H", "H", "H", "H", "H", "H", "H", "H", "H", "H", "H", "H", "H", "H", "H", "H", "H", "H", "H", "H", "H", "C", "C", "N", "C", "C", "N", "C", "N", "N", "N", "C", "C", "C", "C", "C", "C", "H", "H", "H", "H", "H", "H", "H", "H", "H", "H", "H", "F", "C", "F", "F", "C", "C", "C", "N", "C", "C", "H", "H", "H", "H", "C", "Ge", "C", "C", "C", "H", "H", "H", "H", "H", "H", "H", "H", "H", "H"],
  "positions_angstrom": [[-0.070, -1.001, 0.752], [3.702, 2.153, 1.594], [4.155, 3.173, -0.217], [5.297, 2.859, -0.940], [5.513, 3.506, -2.151], [4.679, 4.403, -2.661], [3.593, 4.705, -1.959], [3.289, 4.128, -0.734], [2.261, 0.973, 0.654], [2.371, -0.816, 0.594], [3.847, -1.192, -0.386], [3.682, -1.390, -1.756], [4.787, -1.558, -2.576], [6.062, -1.542, -2.028], [6.232, -1.357, -0.663], [5.131, -1.177, 0.160], [2.698, -1.253, 2.319], [3.394, -2.370, 2.704], [3.435, -2.768, 4.047], [2.825, -1.956, 5.031], [2.092, -0.869, 4.684], [1.757, -0.558, 3.268], [0.543, 1.214, 0.280], [0.500, 1.489, -1.529], [-0.716, 1.630, -2.207], [-0.726, 1.883, -3.570], [0.467, 1.986, -4.276], [1.674, 1.850, -3.611], [1.688, 1.613, -2.244], [0.061, 2.835, 0.946], [-0.301, 3.925, 0.158], [-0.568, 5.153, 0.747], [-0.467, 5.306, 2.122], [-0.098, 4.228, 2.914], [0.162, 3.001, 2.328], [5.999, 2.110, -0.593], [6.398, 3.279, -2.738], [2.930, 5.445, -2.394], [2.390, 4.418, -0.204], [2.683, -1.409, -2.178], [4.655, -1.708, -3.640], [6.926, -1.679, -2.665], [7.227, -1.350, -0.236], [5.266, -1.013, 1.220], [3.942, -2.951, 1.970], [3.993, -3.648, 4.333], [2.982, -2.190, 6.077], [1.684, -0.225, 5.452], [1.771, 0.528, 3.118], [-1.654, 1.575, -1.658], [-1.662, 2.018, -4.097], [0.451, 2.185, -5.340], [2.610, 1.946, -4.147], [2.640, 1.526, -1.734], [-0.367, 3.828, -0.917], [-0.851, 5.994, 0.127], [-0.672, 6.267, 2.576], [-0.010, 4.344, 3.986], [0.451, 2.163, 2.950], [-1.527, -1.554, -2.840], [-2.363, -1.186, -1.665], [-1.921, -0.854, -0.462], [-3.023, -0.471, 0.277], [-4.138, -0.603, -0.478], [-3.712, -1.061, -1.705], [-4.602, -1.277, -2.835], [-5.517, -0.194, -2.959], [-6.843, -0.399, -2.724], [-7.457, 0.706, -2.788], [-6.553, 1.714, -3.053], [-6.723, 3.092, -3.199], [-5.592, 3.840, -3.435], [-4.319, 3.248, -3.526], [-4.135, 1.891, -3.389], [-5.282, 1.137, -3.156], [-0.498, -1.244, -2.651], [-1.860, -1.027, -3.735], [-1.557, -2.623, -3.055], [-2.937, -0.136, 1.297], [-5.178, -0.417, -0.269], [-5.205, -2.171, -2.683], [-3.999, -1.399, -3.734], [-7.705, 3.539, -3.125], [-5.674, 4.912, -3.554], [-3.462, 3.884, -3.709], [-3.156, 1.431, -3.457], [0.897, -8.019, 0.462], [-0.196, -7.464, -0.075], [-0.209, -7.759, -1.378], [-1.259, -8.050, 0.489], [-0.215, -5.979, 0.161], [-0.120, -5.488, 1.455], [-0.140, -4.123, 1.654], [-0.252, -3.238, 0.654], [-0.336, -3.730, -0.587], [-0.324, -5.079, -0.884], [-0.027, -6.150, 2.305], [-0.065, -3.735, 2.658], [-0.377, -2.996, -1.380], [-0.382, -5.410, -1.911], [-2.529, -2.051, 3.531], [-1.300, -0.538, 3.885], [-2.214, 1.162, 3.446], [-1.007, -0.517, 5.840], [0.332, -1.052, 2.841], [-3.573, -1.749, 3.631], [-2.346, -2.845, 4.258], [-2.393, -2.468, 2.533], [-3.286, 1.028, 3.601], [-2.055, 1.509, 2.424], [-1.886, 1.957, 4.117], [-1.978, -0.562, 6.338], [-0.506, 0.392, 6.172], [-0.420, -1.376, 6.165], [0.362, -2.108, 3.145]],
  "homo_lumo_gap_ev": [6.057, 6.276],
  "homo_ev": [-8.7, -10.3],
  "s_squared": 6.058,
  "lumo_ev": [-2.65, -3.99],
  "multiplicity": 5,
  "e_above_lowest_kcal_mol": 16.4,
  "charge": 1,
  "max_force_ev_per_a": 0.59
}